1.
Below is a single C4H13N3O molecule, with properties calculated with ωB97M-V/def2-TZVPD.

Geometry as XYZ:
```
21
Properties=species:S:1:pos:R:3:mulliken_charge:R:1
C 0.22 -0.04 0.60 -0.5941
N 1.34 -0.97 0.24 -0.4234
C 2.62 -0.23 0.18 -0.4972
N 3.68 -1.07 -0.36 -0.6630
C -1.03 -0.43 -0.24 -0.5119
N -1.60 0.73 -0.95 -0.3849
C -2.87 1.20 -0.47 -0.4279
O -2.96 1.08 0.97 -0.5294
H 0.49 0.98 0.34 0.3753
H -0.04 -0.17 1.65 0.2617
H 1.38 -1.61 1.03 0.2503
H 2.48 0.56 -0.55 0.3679
H 2.90 0.27 1.11 0.3528
H 3.76 -2.02 -0.01 0.2472
H 3.40 -1.20 -1.33 0.2615
H -1.75 -0.95 0.38 0.2580
H -0.68 -1.08 -1.03 0.4621
H -0.92 1.45 -1.11 0.2815
H -3.70 0.65 -0.91 0.3138
H -2.94 2.27 -0.69 0.2829
H -3.75 0.57 1.14 0.3167
```

Computed properties:
**Net charge**: 0
**Lowest unoccupied orbital energy**: 0.0336 hartree
**Highest occupied orbital energy**: -8.69 eV
**SMILES**: NCNCCNCO
**ΔE to the lowest compared entry with this formula, charge and spin**: 222.82 kJ/mol

***

2.
Below is a molecular structure, C4H13N3O, with properties calculated with ωB97M-V/def2-TZVPD.

Geometry as XYZ:
```
21
Properties=species:S:1:pos:R:3:mulliken_charge:R:1
N 0.66 -2.72 0.99 -0.4225
C 1.18 -1.88 0.00 0.3197
N 0.62 -0.78 -0.53 -0.6599
N 2.56 -2.22 -0.42 -0.6683
H -0.36 -2.61 1.07 0.2512
H 0.99 -3.70 0.95 0.3073
H -0.55 -0.46 0.39 0.4173
H 1.17 -0.65 0.51 0.2720
H 2.53 -2.42 -1.43 0.3158
H 3.03 -1.30 -0.37 0.3517
C -1.17 1.27 1.12 -0.5471
O -1.33 -0.14 1.02 -0.6268
C -1.55 2.06 -0.15 -0.2613
C -0.63 1.93 -1.36 -1.0220
H -0.14 1.58 1.48 0.2624
H -1.86 1.49 1.96 0.2979
H -1.60 3.10 0.17 0.3231
H -2.57 1.82 -0.47 0.2459
H -0.72 2.76 -2.10 0.3284
H -0.66 0.93 -1.83 0.2394
H 0.41 1.95 -1.02 0.2759
```

Computed properties:
**Net charge**: 0
**Lowest unoccupied orbital energy**: 0.0136 hartree
**Highest occupied orbital energy**: -8.80 eV
**ΔE to the lowest compared entry with this formula, charge and spin**: 427.25 kJ/mol

***

3.
Below is 2 unconnected molecules or ions with the total composition C4H13N3O, with properties calculated with ωB97M-V/def2-TZVPD.

Geometry as XYZ:
```
21
Properties=species:S:1:pos:R:3:mulliken_charge:R:1
C 2.19 0.77 -0.41 -0.6506
N 2.32 -1.06 1.34 -0.5177
O 1.75 0.21 1.11 -0.2676
H 2.40 -1.16 2.35 0.2405
H 1.69 -1.76 0.93 0.3195
H 3.23 0.93 -0.12 0.3486
H 1.88 1.72 -0.83 0.2605
H 2.20 -0.11 -1.04 0.2970
C -2.06 0.83 0.85 -1.0413
C -1.52 0.47 -1.49 -1.1380
N -1.15 0.22 -0.11 0.2642
C -0.68 -1.05 0.23 0.0669
N 0.07 -1.82 -0.44 -0.7978
H 0.27 -1.49 -1.39 0.2205
H -0.81 -1.29 1.28 0.3715
H -2.13 1.91 0.69 0.3009
H -1.71 0.62 1.86 0.3275
H -0.69 0.19 -2.13 0.3383
H -1.77 1.52 -1.62 0.3513
H -2.41 -0.10 -1.78 0.3372
H -3.07 0.43 0.73 0.3687
```

Computed properties:
**Net charge**: 0
**Lowest unoccupied orbital energy**: 0.0305 hartree
**Highest occupied orbital energy**: -8.28 eV
**SMILES**: [H]/N=C\N(C)C.CON
**ΔE to the lowest compared entry with this formula, charge and spin**: 469.86 kJ/mol

***

4.
Below is a single C4H13N3O2 molecule, with properties calculated with ωB97M-V/def2-TZVPD.

Geometry as XYZ:
```
22
Properties=species:S:1:pos:R:3:mulliken_charge:R:1
C 1.71 0.53 -1.41 -1.7211
C -2.35 -0.83 -0.39 -1.4007
C 0.99 0.88 -0.09 0.1239
C -1.17 0.18 -0.65 0.0800
N 0.17 -1.62 2.12 -0.6027
N -0.37 -0.36 1.58 -0.3565
N -0.02 -0.17 0.19 0.0320
O 1.93 0.96 1.00 -0.5619
O -1.50 1.55 -0.55 -0.6104
H 1.98 -0.48 -1.47 0.4183
H 2.55 1.17 -1.31 0.5206
H 1.18 0.99 -2.21 0.4417
H -2.35 -1.07 0.61 0.3546
H -2.22 -1.68 -1.03 0.3449
H -3.26 -0.32 -0.54 0.4018
H 0.46 1.78 -0.26 0.5413
H -0.77 -0.15 -1.57 0.4139
H 1.12 -1.61 2.13 0.2335
H -0.25 -2.36 1.59 0.2558
H -0.19 0.48 2.22 0.3065
H 2.58 0.20 0.85 0.3680
H -1.50 1.78 0.42 0.4166
```

Computed properties:
**Net charge**: 0
**Lowest unoccupied orbital energy**: 0.0288 hartree
**Highest occupied orbital energy**: -8.98 eV
**SMILES**: C[C@H](O)N(NN)[C@@H](C)O
**ΔE to the lowest compared entry with this formula, charge and spin**: 382.73 kJ/mol

***

5.
Below is a single C4H13N3S molecule, with properties calculated with ωB97M-V/def2-TZVPD.

Geometry as XYZ:
```
21
Properties=species:S:1:pos:R:3:mulliken_charge:R:1
C -0.04 0.85 -0.08 -0.9780
N 0.70 0.08 0.93 -0.3575
C 1.58 1.00 1.71 -0.3033
N 2.47 0.24 2.56 -0.5418
C -0.66 -0.05 -1.19 -0.0944
C -1.38 -1.22 -0.59 -0.7158
S -1.95 -2.25 -1.96 -0.2339
N -1.48 0.83 -2.03 -0.6245
H -0.93 1.21 0.46 0.2537
H 0.50 1.69 -0.50 0.4118
H 1.26 -0.64 0.47 0.2361
H 0.86 1.54 2.33 0.2062
H 1.98 1.70 0.98 0.3112
H 3.44 0.51 2.47 0.2391
H 2.37 -0.75 2.37 0.2412
H 0.21 -0.28 -1.82 0.4278
H -0.71 -1.72 0.11 0.4524
H -2.10 -0.78 0.11 0.3987
H -2.44 -3.33 -1.33 0.1320
H -2.47 0.57 -1.99 0.2681
H -1.20 0.79 -2.99 0.2711
```

Computed properties:
**Net charge**: 0
**Lowest unoccupied orbital energy**: 0.0307 hartree
**Highest occupied orbital energy**: -8.91 eV
**SMILES**: NCNC[C@H](N)CS
**ΔE to the lowest compared entry with this formula, charge and spin**: 124.55 kJ/mol

***

6.
Below is 2 unconnected molecules or ions with the total composition C4H13N4, with properties calculated with ωB97M-V/def2-TZVPD.

Geometry as XYZ:
```
21
Properties=species:S:1:pos:R:3:mulliken_charge:R:1
C 0.91 2.13 -1.19 -0.3996
C -2.47 -0.85 0.56 0.1319
C 2.48 1.68 0.45 -1.0521
C 0.91 -1.28 -0.37 -0.8390
N -1.31 -1.23 0.03 -0.1261
N 1.17 1.40 -0.19 -0.1837
N -3.52 -1.70 0.80 -0.3657
N -0.20 -0.44 -0.05 -0.0234
H -0.11 2.12 -1.74 0.2102
H 1.60 2.85 -1.69 0.2849
H -2.53 0.23 0.81 0.3463
H 2.48 2.80 0.45 0.3961
H 2.55 1.22 1.45 0.2863
H 3.22 1.25 -0.21 0.3769
H 1.75 -0.80 0.07 0.2750
H 0.67 -2.34 -0.22 0.3659
H 1.05 -1.06 -1.53 0.2613
H -1.05 -2.17 -0.21 0.1529
H -4.22 -1.26 1.37 0.2685
H -3.32 -2.71 0.66 0.2564
H -0.06 0.14 0.75 0.3769
```

Computed properties:
**Net charge**: +1
**Lowest unoccupied orbital energy**: -0.1284 hartree
**Highest occupied orbital energy**: -12.32 eV
**ΔE to the lowest compared entry with this formula, charge and spin**: 460.42 kJ/mol

***

7.
Below is 2 unconnected molecules or ions with the total composition C4H13N4, with properties calculated with ωB97M-V/def2-TZVPD.

Geometry as XYZ:
```
21
Properties=species:S:1:pos:R:3:mulliken_charge:R:1
C 0.80 -1.10 1.90 -0.5834
N 2.37 1.95 0.47 -0.3234
C 1.50 0.97 0.73 0.0097
N 1.74 -0.03 1.55 -0.1807
H 1.23 -2.05 1.60 0.2885
H -0.15 -0.93 1.38 0.1734
H 0.66 -1.09 2.99 0.3040
H 3.28 1.98 0.90 0.2135
H 2.11 2.62 -0.20 0.2426
H 0.58 1.03 0.21 0.5303
H 2.66 -0.05 1.99 0.2350
C -3.03 -0.13 -0.58 -0.7442
N -0.37 0.19 -1.88 -0.6373
C -1.13 -1.05 -1.76 0.0847
N -2.19 -1.24 -1.06 -0.3727
H -3.05 -0.16 0.52 0.2423
H -4.09 -0.29 -0.93 0.2979
H -2.69 0.82 -0.94 0.3295
H 0.63 -0.07 -1.73 0.3217
H -0.33 0.44 -2.86 0.2335
H -0.56 -1.82 -2.32 0.3347
```

Computed properties:
**Net charge**: +1
**Lowest unoccupied orbital energy**: -0.1306 hartree
**Highest occupied orbital energy**: -12.52 eV
**ΔE to the lowest compared entry with this formula, charge and spin**: 201.01 kJ/mol

***

8.
Below is 2 unconnected molecules or ions with the total composition C4H13N4, with properties calculated with ωB97M-V/def2-TZVPD.

Geometry as XYZ:
```
21
Properties=species:S:1:pos:R:3:mulliken_charge:R:1
C -1.91 0.73 1.40 -0.1083
C -1.67 1.03 0.12 -0.3727
N -0.68 1.83 -0.38 -0.4095
N -3.10 -0.14 1.67 -0.2775
H -1.35 1.07 2.26 0.3827
H -2.28 0.61 -0.68 0.2347
H -0.11 1.42 -1.13 0.2605
H -0.17 2.31 0.36 0.2501
H -3.78 0.36 2.25 0.3573
H -2.88 -1.01 2.14 0.3484
H -3.50 -0.33 0.75 0.3290
C 2.76 -1.51 0.18 -0.8760
N 1.61 -1.13 -0.65 -0.2261
C 1.87 -0.38 -1.76 0.0954
N 1.03 0.46 -2.23 -0.6508
H 2.39 -2.16 0.98 0.3159
H 3.47 -2.02 -0.46 0.3094
H 3.25 -0.66 0.65 0.3264
H 0.78 -0.79 -0.19 0.2181
H 2.86 -0.55 -2.20 0.3092
H 1.41 0.86 -3.08 0.1837
```

Computed properties:
**Net charge**: +1
**Lowest unoccupied orbital energy**: -0.1271 hartree
**Highest occupied orbital energy**: -12.25 eV
**ΔE to the lowest compared entry with this formula, charge and spin**: 198.09 kJ/mol

***

9.
Below is 2 unconnected molecules or ions with the total composition C4H13N4S, with properties calculated with ωB97M-V/def2-TZVPD.

Geometry as XYZ:
```
22
Properties=species:S:1:pos:R:3:mulliken_charge:R:1
C 0.36 -1.05 -1.95 0.6634
C 0.85 -2.51 -2.22 -1.1866
C -0.46 2.74 3.37 -0.6913
C -0.93 0.29 2.03 0.1926
N -0.40 -0.88 -0.90 -0.4458
N 0.65 -0.11 -2.89 -0.4284
N -0.89 -0.98 1.74 -0.3068
N -0.84 0.40 -0.64 -0.5111
S -0.58 0.87 3.58 0.0105
H 1.75 -2.50 -2.83 0.3898
H 0.79 -2.93 -1.27 0.3072
H -0.01 -2.81 -2.86 0.3120
H 0.49 3.11 3.63 0.3161
H -1.22 3.21 3.99 0.3207
H -0.82 2.84 2.32 0.2443
H -1.27 1.04 1.37 0.2304
H 1.19 -0.51 -3.64 0.1974
H 0.26 0.78 -3.14 0.1513
H -0.35 -1.73 2.26 0.2976
H -0.87 -1.15 0.67 0.4427
H -1.91 0.35 -0.51 0.3312
H -0.54 1.09 -1.36 0.1627
```

Computed properties:
**Net charge**: +1
**Lowest unoccupied orbital energy**: -0.1367 hartree
**Highest occupied orbital energy**: -11.89 eV
**ΔE to the lowest compared entry with this formula, charge and spin**: 62.88 kJ/mol

***

10.
Below is 2 unconnected molecules or ions with the total composition C4H13NO, with properties calculated with ωB97M-V/def2-TZVPD.

Geometry as XYZ:
```
19
Properties=species:S:1:pos:R:3:mulliken_charge:R:1
C 1.18 1.01 -1.49 -1.7468
C 0.49 -0.22 -0.95 -1.6589
N 0.10 -0.15 0.44 1.6316
C -0.38 -1.41 0.99 -2.5800
C 1.09 0.43 1.32 -1.6417
H 0.58 1.89 -1.27 0.2363
H 2.21 1.03 -1.12 0.2258
H 1.29 0.81 -2.56 0.9567
H 1.03 -1.16 -1.17 0.6396
H -0.46 -0.30 -1.54 0.3095
H -1.26 -1.36 1.65 0.5666
H 0.44 -1.83 1.63 0.3859
H -0.40 -2.22 0.25 0.7872
H 2.12 0.03 1.19 0.5534
H 1.17 1.50 1.11 0.3365
H 0.94 0.28 2.40 0.3477
H -3.18 0.05 0.25 0.3785
H -3.23 0.84 -0.99 0.6117
O -3.72 0.78 -0.14 -1.3397
```

Computed properties:
**Net charge**: -1
**Lowest unoccupied orbital energy (alpha / beta)**: 0.1542 / 0.1439 hartree
**Highest occupied orbital energy (alpha / beta)**: 1.22 / -4.74 eV
**ΔE to the lowest compared entry with this formula, charge and spin**: 94.71 kJ/mol
**Spin multiplicity**: 2

***

11.
Below is 2 unconnected molecules or ions with the total composition C4H13NO, with properties calculated with ωB97M-V/def2-TZVPD.

Geometry as XYZ:
```
19
Properties=species:S:1:pos:R:3:mulliken_charge:R:1
C 2.22 -0.63 -1.01 -1.0007
C 1.00 -1.35 -1.54 -0.4046
N -0.22 -0.52 -1.49 -0.5779
H 3.10 -1.26 -1.12 0.3388
H 2.38 0.31 -1.54 0.2904
H 2.08 -0.41 0.05 0.2854
H 1.18 -1.69 -2.57 0.3555
H 0.79 -2.25 -0.95 0.2745
H -0.32 -0.21 -0.09 0.3913
H -1.05 -1.03 -1.73 0.2536
H -0.16 0.34 -2.02 0.2533
C -0.56 1.10 1.54 -0.2985
O -0.34 -0.16 1.00 -0.5939
C -2.04 1.45 1.65 -0.9815
H -0.07 1.90 0.96 0.2575
H -0.12 1.13 2.55 0.2988
H -2.17 2.46 2.05 0.3457
H -2.54 0.73 2.31 0.2399
H -2.51 1.43 0.66 0.2724
```

Computed properties:
**Net charge**: 0
**Lowest unoccupied orbital energy**: 0.0325 hartree
**Highest occupied orbital energy**: -8.82 eV
**SMILES**: CCN.CCO
**ΔE to the lowest compared entry with this formula, charge and spin**: 70.41 kJ/mol

***

12.
Below is 2 unconnected molecules or ions with the total composition C4H13NO, with properties calculated with ωB97M-V/def2-TZVPD.

Geometry as XYZ:
```
19
Properties=species:S:1:pos:R:3:mulliken_charge:R:1
N 0.68 0.38 -0.28 -0.0905
C 1.97 0.80 0.08 -0.9276
C 0.69 -0.99 -0.80 -0.5593
C -0.70 1.85 1.13 -1.1975
C -0.31 0.38 0.79 -0.2650
H 2.40 0.14 0.86 0.3712
H 1.85 1.81 0.51 0.2597
H 2.68 0.85 -0.76 0.2978
H -0.32 -1.42 -0.90 -0.1488
H 1.30 -1.66 -0.18 0.3318
H 1.14 -0.92 -1.80 0.3691
H -0.94 2.31 0.15 0.3179
H 0.13 2.41 1.58 0.2805
H -1.59 1.94 1.78 0.3807
H 0.10 -0.14 1.68 0.2841
H -1.18 -0.20 0.43 0.3158
O -2.54 -2.69 -1.08 -0.6602
H -1.94 -2.48 -1.84 0.3163
H -3.43 -2.38 -1.36 0.3240
```

Computed properties:
**Net charge**: 0
**Lowest unoccupied orbital energy**: 0.0294 hartree
**Highest occupied orbital energy**: -8.51 eV
**SMILES**: CCN(C)C.O
**ΔE to the lowest compared entry with this formula, charge and spin**: 93.72 kJ/mol

***

What M values result from the calculations? In sequence: 119.17 119.17 119.17 135.17 135.24 117.18 117.18 117.18 149.24 91.15 91.15 91.15 Da.
What E values result from the calculations? In sequence: -399.6624 -399.5846 -399.5683 -474.8312 -722.6214 -378.8604 -378.9592 -378.9603 -777.1142 -290.1064 -290.1701 -290.1612 hartree.